Record 1
Formula: CH4P2S
Source: the OMol25 dataset
Level of theory: the ωB97M-V functional and the def2-TZVPD basis

```
8
Properties=species:S:1:pos:R:3:forces:R:3:mulliken_charge:R:1
C 0.1766 -0.5654 0.8309 1.1 -1.3 -0.8 -0.16
P -1.0038 0.5270 0.2087 -2.4 -0.6 1.7 0.17
P 1.2593 -1.1059 -0.4578 -0.2 1.4 0.7 0.02
S -2.2329 -0.6949 -0.7835 0.7 0.7 0.8 -0.34
H -0.6730 1.6475 -0.4495 1.0 1.1 -1.3 0.06
H -1.3770 1.2292 1.4223 -0.3 -0.5 -0.7 0.09
H 2.4545 -1.2517 0.3146 -0.3 0.1 -0.4 0.10
H 1.3962 0.2143 -1.0857 0.6 -1.0 0.1 0.06
```
Positions in Å, forces in eV/Å.

Values from the calculation:
HOMO level, eV: -8.937
Energy above the lowest of the compared OMol25 structures with the same formula, charge and spin, kcal/mol: 99.26
E_LUMO, eV: -1.8
Frontier orbital gap, eV: 7.150
Total charge: 0
Electronic energy, Ha: -1121.2333
Max |F|, eV Å⁻¹: 3.0

---

Record 2
Formula: C24H53BIN4O6
Source: the OMol25 dataset
Level of theory: the ωB97M-V functional and the def2-TZVPD basis

```
89
Properties=species:S:1:pos:R:3:forces:R:3:mulliken_charge:R:1
C 2.8672 -3.9257 -2.0467 -0.1 0.0 0.3 -1.55
C 2.2429 -2.5345 -2.1917 0.1 0.1 0.0 0.18
C 3.1156 -1.4110 -1.5973 -0.2 -0.3 -0.2 -0.09
C 3.3811 -1.5628 -0.0990 0.1 0.0 0.0 -1.10
C 2.1964 -1.2805 0.8368 0.2 -0.3 0.2 -0.52
N 1.0747 -0.4912 0.2225 0.0 -0.3 0.3 0.80
C -0.2775 -0.7905 0.8645 -0.1 0.0 0.4 1.05
C -0.3916 -2.1248 1.5606 -0.3 0.0 -0.2 -1.78
O -0.2544 -3.0779 0.5396 0.1 0.0 -0.1 0.15
C -0.5579 -4.4209 0.9068 -0.1 -0.1 0.1 -0.91
C -1.9615 -4.8049 0.4883 0.0 0.1 0.1 -0.41
O -1.9964 -4.9175 -0.9122 0.1 0.0 0.0 -0.30
C -3.1346 -5.6010 -1.4104 -0.2 -0.2 -0.1 -0.33
C -4.4467 -4.8736 -1.1582 0.0 0.0 -0.1 -1.09
O -0.4609 0.2164 1.7712 0.0 0.2 -0.1 -0.37
C -0.1209 1.4909 1.1564 0.1 -1.6 0.6 1.37
C -1.4156 1.9525 0.4645 0.1 0.6 0.2 -0.45
C -2.6055 2.2880 1.3648 0.0 -0.2 -0.2 -1.25
O -3.6775 2.4619 0.4694 0.0 -0.1 -0.1 -0.32
C -4.9042 2.8370 1.0844 -0.2 0.0 0.2 -0.31
C -5.1745 4.3247 0.9488 0.1 0.0 -0.1 -1.05
C 0.1726 2.3549 2.3876 0.1 0.8 0.0 -1.79
I 1.1121 1.3858 4.0572 0.1 -0.1 0.0 0.10
C 0.8151 3.7261 2.1488 -0.3 0.2 0.3 0.22
C 0.2164 4.8030 3.0585 0.1 -0.2 0.2 -1.64
C 0.9957 1.0449 0.0627 -0.5 0.6 -0.5 1.53
C 2.2077 2.0097 -0.2214 0.1 -0.2 0.1 -3.57
C 3.5804 2.2686 0.4949 0.1 0.0 -0.1 0.53
N 4.6411 1.7867 -0.3963 -0.1 -0.2 0.0 -0.56
N 3.6983 3.7222 0.5894 0.0 0.2 -0.1 -0.66
N 3.7722 1.5869 1.7592 -0.2 -0.3 0.0 -0.33
B 0.2694 1.1782 -1.4056 -0.1 0.2 0.0 0.57
O 0.1097 2.4175 -1.9759 0.3 -0.2 0.2 -0.50
O -0.1080 0.0175 -1.9970 -0.1 0.1 0.0 -0.67
C -1.1685 -0.0454 -2.9700 -0.1 -0.1 -0.4 -0.43
C -0.6400 0.0147 -4.3959 -0.2 0.0 0.0 -1.18
H 2.6119 -4.3821 -1.0848 0.0 0.1 -0.1 0.31
H 2.5038 -4.6062 -2.8178 0.1 0.1 0.0 0.42
H 3.9595 -3.8759 -2.0866 -0.1 -0.1 -0.2 0.33
H 1.2453 -2.5582 -1.7327 0.0 0.0 -0.1 -0.13
H 2.0879 -2.3104 -3.2525 0.0 0.0 0.1 0.38
H 2.6547 -0.4476 -1.8381 0.1 0.1 0.1 -0.26
H 4.0759 -1.4076 -2.1229 -0.1 0.0 0.1 0.52
H 4.2517 -0.9968 0.1975 0.1 0.4 0.0 0.33
H 3.6452 -2.6135 0.0702 0.0 0.2 0.1 0.70
H 1.7550 -2.2544 1.0358 0.0 0.2 -0.1 0.55
H 2.4615 -0.8479 1.7967 0.2 0.3 -0.1 0.41
H 0.9595 -0.9204 -0.6993 0.1 0.3 -0.2 -0.67
H -1.0024 -0.7681 0.0428 0.1 0.0 0.0 0.02
H -1.3820 -2.1417 2.0348 0.1 -0.1 -0.1 0.61
H 0.3704 -2.2422 2.3374 -0.2 0.0 0.1 0.42
H -0.4451 -4.5426 1.9906 0.0 -0.1 -0.1 0.44
H 0.1704 -5.0523 0.3912 -0.1 0.0 0.1 0.25
H -2.6627 -4.0330 0.8430 0.0 -0.1 0.0 0.21
H -2.2475 -5.7500 0.9716 0.1 0.0 -0.1 0.54
H -3.1725 -6.6133 -0.9818 0.0 0.1 0.0 0.34
H -2.9622 -5.7154 -2.4827 0.0 0.1 0.1 0.31
H -5.2414 -5.3393 -1.7469 0.1 0.0 0.1 0.40
H -4.3661 -3.8255 -1.4625 0.0 -0.1 0.0 0.24
H -4.7442 -4.9118 -0.1081 0.0 0.0 -0.1 0.31
H -1.7674 1.1295 -0.1715 0.1 0.2 -0.1 -0.40
H -1.2444 2.8291 -0.1636 0.1 -0.1 0.0 0.40
H -2.8157 1.4595 2.0585 0.1 0.1 0.0 0.39
H -2.4388 3.2047 1.9443 0.0 0.0 0.0 0.50
H -4.8882 2.5443 2.1420 0.0 0.0 -0.1 0.31
H -5.6897 2.2501 0.5995 0.1 0.1 0.0 0.33
H -4.3035 4.9001 1.2750 -0.1 0.0 0.0 0.27
H -6.0269 4.6173 1.5647 0.0 0.0 0.0 0.38
H -5.3914 4.5875 -0.0894 0.1 0.0 0.1 0.28
H -0.8024 2.5432 2.8352 0.1 -0.2 -0.1 1.15
H 0.6652 4.0245 1.1032 0.0 0.0 0.1 0.48
H 1.8823 3.6754 2.3627 -0.1 0.0 -0.3 -0.03
H 0.4959 4.6205 4.1002 0.0 0.0 -0.1 0.34
H 0.5801 5.7953 2.7861 -0.1 -0.1 0.0 0.43
H -0.8758 4.7953 3.0140 0.1 0.1 -0.1 0.30
H 1.6831 2.9659 -0.2159 0.0 -0.2 -0.2 0.95
H 2.4761 1.8865 -1.2760 0.0 -0.1 0.1 0.79
H 4.5738 2.3247 -1.2555 0.0 -0.1 0.0 0.34
H 5.5248 2.0987 0.0024 0.0 -0.1 0.0 0.36
H 2.8283 4.2179 0.6808 0.0 0.0 0.1 0.28
H 4.3309 3.9974 1.3283 0.1 0.1 0.0 0.31
H 4.7109 1.2220 1.8383 0.0 -0.1 0.0 0.28
H 3.5859 2.1818 2.5530 -0.1 0.0 0.0 0.21
H 0.3289 2.4525 -2.9101 -0.3 0.0 -0.2 0.28
H -1.8890 0.7553 -2.7759 0.1 0.0 0.0 0.35
H -1.6722 -0.9968 -2.7875 0.1 0.0 0.0 0.43
H -1.3331 -0.5021 -5.0641 0.1 0.1 0.0 0.43
H -0.5524 1.0399 -4.7675 0.1 -0.1 0.1 0.32
H 0.3253 -0.4894 -4.4655 0.0 0.0 0.0 0.23
```
Positions in Å, forces in eV/Å.

Values from the calculation:
HOMO level, eV: -11.384
Energy above the lowest of the compared OMol25 structures with the same formula, charge and spin, kcal/mol: 0.00
E_LUMO, eV: -1.9
Frontier orbital gap, eV: 9.526
Total charge: +1
Electronic energy, Ha: -1939.0809
Max |F|, eV Å⁻¹: 1.8
Structure (SMILES): CCCCC[N@H+]1[C@@H](COCCOCC)O[C@@](CCOCC)([C@@H](I)CC)[C@]1(CC(N)(N)N)B(O)OCC

---

Record 3
Formula: C43H46F2N4O3STi
Source: the OMol25 dataset
Level of theory: the ωB97M-V functional and the def2-TZVPD basis

```
100
Properties=species:S:1:pos:R:3:forces:R:3:mulliken_charge:R:1
Ti -0.1862 -0.0930 -0.0694 0.1 0.9 -1.2 -0.96
C -6.8462 1.9022 1.5622 0.1 0.0 -0.1 -1.65
C -5.5492 1.3328 1.0514 0.0 0.1 0.0 0.26
C -5.4767 0.7108 -0.1815 0.2 -0.1 0.1 -0.75
C -4.3090 0.0733 -0.6629 0.4 -0.1 0.0 0.72
C -4.3994 -0.5561 -1.9351 -0.2 0.1 -0.1 -1.60
N -3.8041 -1.7020 -2.3630 0.2 -0.2 0.0 0.16
C -3.2880 -2.7537 -1.5085 -0.3 0.2 0.1 -0.06
C -4.2951 -3.1997 -0.4384 0.2 0.0 0.0 -0.49
C -3.6469 -4.1097 0.5938 -0.4 -0.1 -0.1 -0.99
N -2.6538 -3.3894 1.3951 0.5 -0.2 0.0 0.32
C -1.8643 -3.9951 2.2376 -0.4 0.1 -0.1 -0.55
C -0.6784 -3.4727 2.7826 0.3 0.3 0.2 0.06
C 0.0710 -4.2815 3.6642 0.0 0.1 -0.2 -0.76
C 1.3326 -3.9398 4.0858 0.0 -0.2 0.2 0.04
C 2.1229 -4.8132 5.0248 0.0 0.1 -0.1 -1.68
C 1.8878 -2.7631 3.5736 -0.2 0.1 -0.2 -0.30
C 1.2044 -1.9262 2.7048 0.0 -0.3 0.1 0.92
C 1.8652 -0.7410 2.2319 0.1 0.2 -0.1 -0.59
N 1.5047 0.0537 1.2937 0.4 -0.1 0.4 0.46
C 2.3022 1.2723 1.1720 0.1 0.3 0.0 -1.05
C 1.4097 2.4995 1.4325 -0.1 -0.2 0.0 0.08
C 0.2155 2.1376 2.3125 0.2 0.2 0.1 -1.74
N -0.7777 1.3822 1.5419 -0.1 -0.3 0.1 0.89
C -1.9785 1.3995 1.9886 0.2 0.3 -0.1 -0.85
C -3.1612 0.9417 1.3068 -0.1 -0.6 -0.3 0.99
C -4.3821 1.4418 1.7880 0.0 0.1 0.1 -1.07
C -3.1126 0.1654 0.1267 -1.0 0.6 0.2 0.34
O -1.9832 -0.3652 -0.2963 -0.5 -0.6 0.2 1.14
C -0.1455 -2.2114 2.3386 0.0 -0.2 0.2 -0.15
O -0.8419 -1.3907 1.6671 0.1 -0.1 -0.3 0.34
H -7.6951 1.3912 1.1106 0.0 0.0 0.0 0.40
H -6.9247 2.9644 1.3220 0.0 0.0 0.0 0.29
H -6.9167 1.7979 2.6444 0.0 0.0 0.0 0.41
H -6.3679 0.6474 -0.7956 0.0 0.0 0.0 0.50
H -5.1004 -0.1196 -2.6376 0.0 -0.1 0.0 0.37
H -3.9301 -1.9349 -3.3308 0.0 0.1 0.0 0.36
H -2.3877 -2.4042 -1.0232 0.2 0.0 0.0 -0.73
H -3.0170 -3.5993 -2.1413 0.0 0.0 0.0 0.62
H -5.1247 -3.7304 -0.9067 0.0 0.0 0.0 0.45
H -4.7016 -2.3234 0.0687 -0.1 0.0 0.0 0.11
H -3.1626 -4.9523 0.0930 0.1 0.0 0.1 0.40
H -4.4115 -4.5143 1.2605 0.1 0.0 0.0 0.53
H -2.3546 -2.4463 1.1316 0.0 0.1 0.0 -0.39
H -2.1362 -5.0143 2.4996 0.0 0.0 0.0 0.52
H -0.3689 -5.2151 3.9997 0.0 0.0 0.0 0.40
H 1.5349 -5.6698 5.3480 0.0 0.0 0.0 0.38
H 2.4321 -4.2552 5.9094 0.0 0.0 0.0 0.36
H 3.0259 -5.1813 4.5351 0.0 0.0 0.0 0.35
H 2.9042 -2.5034 3.8537 0.0 0.0 0.0 0.54
H 2.7899 -0.5071 2.7655 0.0 0.0 0.0 0.28
H 2.7164 1.3065 0.1704 0.0 0.0 0.0 0.03
H 3.1352 1.2550 1.8801 -0.1 -0.1 0.1 0.57
H 1.0392 2.8972 0.4860 0.0 0.1 0.0 -0.14
H 1.9946 3.2782 1.9211 0.0 0.0 -0.1 0.64
H -0.2407 3.0482 2.7076 0.0 0.0 0.0 0.76
H 0.5532 1.5466 3.1704 -0.1 0.0 0.0 0.31
H -2.1760 1.9298 2.9251 0.0 0.0 0.0 0.49
H -4.3894 1.9820 2.7287 0.0 0.0 0.0 0.47
C -2.1829 0.1975 -5.5060 -0.1 0.1 0.0 -0.94
C -1.4126 -0.6893 -4.7320 0.1 -0.1 0.1 -0.89
C -1.0149 -0.3368 -3.4714 0.1 0.0 0.0 -0.71
C -1.3130 0.9273 -2.9029 -0.1 -0.2 -0.1 2.22
C -0.8709 1.3016 -1.5870 -0.1 0.8 0.2 1.58
C -1.2172 2.5746 -1.1833 0.2 -0.1 0.0 -0.41
C -1.9688 3.4710 -1.9743 0.0 0.1 -0.1 -1.50
C -2.4248 3.0957 -3.2001 0.0 0.1 0.1 -1.07
C -2.0971 1.8142 -3.6975 0.2 -0.1 0.1 1.23
C -2.5241 1.4148 -4.9862 0.0 0.0 -0.1 -1.01
H -2.5024 -0.0887 -6.4997 0.0 0.0 0.0 0.39
H -1.1383 -1.6564 -5.1363 0.0 0.0 0.0 0.46
H -0.4385 -1.0341 -2.8846 0.0 0.0 0.0 -0.17
H -0.9348 2.9363 -0.2042 0.0 0.0 0.0 -0.01
H -2.1870 4.4581 -1.5833 0.0 0.0 0.0 0.50
H -3.0297 3.7617 -3.8043 0.0 0.0 0.0 0.45
H -3.1220 2.1104 -5.5646 0.0 0.0 0.0 0.46
F -0.3051 -3.0540 -0.3444 0.0 0.0 -0.2 -0.38
C 0.4700 -1.9935 -0.8499 0.4 -1.3 0.6 0.00
F 1.7222 -2.2087 -0.2683 0.0 -0.1 -0.1 -0.34
H 0.6163 -2.2871 -1.8937 -0.1 0.4 -0.1 0.83
C 1.7221 6.6888 -3.1272 0.0 0.0 0.0 -1.66
C 1.8790 5.1947 -3.1281 -0.1 0.0 0.0 0.94
C 1.3628 4.4045 -4.1471 0.0 0.1 0.0 -0.80
C 1.4698 3.0228 -4.1017 -0.1 -0.2 0.0 -0.36
C 2.1021 2.4230 -3.0273 -0.1 -0.3 0.0 0.68
C 2.6652 3.1954 -2.0216 0.0 0.1 0.1 -0.31
C 2.5502 4.5709 -2.0746 0.0 -0.1 0.0 -0.96
S 2.0804 0.6313 -2.8874 0.5 0.5 -0.2 0.26
C 3.8797 0.3952 -2.9175 -0.3 -0.2 0.0 -1.17
O 1.6941 0.3112 -1.4617 -0.2 -0.2 0.6 -0.86
H 0.9688 7.0183 -3.8406 0.0 0.0 0.0 0.38
H 2.6673 7.1703 -3.3851 0.0 0.0 0.0 0.34
H 1.4318 7.0347 -2.1350 0.0 0.1 0.0 0.37
H 0.8500 4.8702 -4.9795 0.0 0.0 0.0 0.40
H 1.0468 2.4128 -4.8915 -0.1 0.0 0.0 0.30
H 3.1797 2.7290 -1.1911 0.0 0.0 0.0 0.35
H 2.9854 5.1762 -1.2878 0.0 0.0 0.0 0.42
H 4.3743 1.0588 -2.2124 -0.1 0.0 0.0 0.36
H 4.2093 0.6090 -3.9334 0.0 0.0 0.0 0.44
H 4.0825 -0.6435 -2.6616 -0.1 0.0 0.0 0.44
```
Positions in Å, forces in eV/Å.

Values from the calculation:
HOMO level (spin up / spin down), eV: -7.564 / -9.685
Energy above the lowest of the compared OMol25 structures with the same formula, charge and spin, kcal/mol: 22.89
E_LUMO (spin up / spin down), eV: -3.0 / -3.0
Frontier orbital gap (spin up / spin down), eV: 4.538 / 6.668
Total charge: +1
Electronic energy, Ha: -3558.0987
Max |F|, eV Å⁻¹: 1.6
Spin multiplicity: 2

---

Record 4
Formula: C14H25N3O2
Source: the OMol25 dataset
Level of theory: the ωB97M-V functional and the def2-TZVPD basis

```
44
Properties=species:S:1:pos:R:3:forces:R:3:mulliken_charge:R:1
C 1.2345 -2.3658 3.2574 0.2 0.0 -0.1 -1.13
C 2.2318 -1.4748 2.5256 -0.2 0.1 0.2 -0.58
C 1.6357 -0.1316 2.1046 0.0 -0.3 -0.2 -0.75
C 0.5248 -0.2818 1.0662 0.2 0.1 0.2 -0.58
N 0.2954 0.9510 0.3282 0.0 -0.1 -0.3 0.38
C -0.1707 2.0771 1.1165 -0.3 0.0 0.0 -1.20
C -1.5709 1.9452 1.7352 0.3 0.1 0.1 0.03
C -1.9326 3.1337 2.6256 -0.1 -0.1 -0.2 -0.60
C -2.1319 4.4298 1.8484 0.1 -0.1 0.2 -1.19
C -0.4920 0.7200 -0.8685 -0.1 -0.1 0.0 -0.59
C 0.3101 -0.0276 -1.8833 0.7 0.4 0.1 0.06
C 1.6203 0.0916 -2.2560 -0.6 0.0 0.3 -0.26
C 1.8380 -0.8761 -3.2575 -0.7 -0.6 -0.3 -0.87
C 0.6420 -1.5231 -3.4341 1.2 0.4 0.0 0.64
C 0.2894 -2.6075 -4.3525 -0.5 -0.2 -0.2 0.15
O 1.0863 -3.1454 -5.1036 0.2 0.1 0.1 -0.71
N -1.0191 -2.9671 -4.3150 -0.4 0.0 -0.1 0.14
N -1.4849 -4.0931 -5.0214 0.1 0.0 -0.1 -0.89
O -0.2901 -1.0048 -2.5898 -0.3 -0.1 -0.1 -0.42
H 1.7235 -3.2723 3.6069 0.0 -0.1 0.1 0.37
H 0.8207 -1.8465 4.1194 -0.1 0.0 0.1 0.29
H 0.4165 -2.6541 2.6025 -0.1 -0.1 0.0 0.29
H 3.0842 -1.2849 3.1821 0.1 0.0 -0.1 0.35
H 2.6053 -1.9968 1.6419 0.1 0.0 0.0 0.33
H 2.4219 0.4853 1.6654 0.0 0.1 0.0 0.31
H 1.2569 0.3791 2.9918 0.0 0.1 0.1 0.30
H 0.8412 -1.0275 0.3312 0.0 -0.1 0.1 0.50
H -0.3969 -0.6539 1.5423 0.0 0.0 -0.1 0.17
H -0.1434 2.9499 0.4587 0.0 0.0 0.1 0.43
H 0.5568 2.2429 1.9132 0.0 0.1 0.0 0.31
H -2.3166 1.8505 0.9426 -0.1 -0.1 0.0 0.25
H -1.6067 1.0367 2.3401 -0.1 -0.1 0.0 0.20
H -1.1485 3.2754 3.3730 0.0 0.0 0.1 0.33
H -2.8573 2.8990 3.1587 0.1 0.0 0.1 0.34
H -2.4705 5.2194 2.5154 0.0 0.1 0.0 0.39
H -1.2050 4.7552 1.3837 0.1 0.1 -0.1 0.31
H -2.8805 4.2958 1.0703 -0.1 0.0 -0.1 0.29
H -0.7718 1.6943 -1.2834 -0.1 -0.1 0.0 0.46
H -1.4198 0.1518 -0.6786 0.0 0.1 0.0 0.22
H 2.3290 0.7823 -1.8501 0.1 0.2 0.2 0.58
H 2.7441 -1.0812 -3.7887 0.2 -0.1 -0.2 0.50
H -1.6380 -2.6179 -3.5988 0.2 -0.1 0.0 0.30
H -1.9042 -3.7898 -5.9029 0.3 0.0 0.2 0.24
H -0.6571 -4.6422 -5.2626 -0.2 0.2 0.1 0.31
```
Positions in Å, forces in eV/Å.

Values from the calculation:
HOMO level, eV: -8.519
Energy above the lowest of the compared OMol25 structures with the same formula, charge and spin, kcal/mol: 2.30
E_LUMO, eV: 0.8
Frontier orbital gap, eV: 9.298
Total charge: 0
Electronic energy, Ha: -863.1731
Max |F|, eV Å⁻¹: 1.3
Structure (SMILES): CCCCN(CCCC)Cc1ccc(C(=O)NN)o1